Density functional theory data (ωB97M-V with the def2-TZVPD basis set) for 11 unconnected molecules or ions with the total composition C26H78N8O15 at a distorted geometry.

Each atom is followed by the atoms it is bonded to, with distances in Å.
CARTESIAN COORDINATES (ANGSTROEM)
1 C -4.814 -0.169 -1.883  O2 1.217, N3 1.293, N4 1.254
2 O -5.910 -0.086 -1.362  C1 1.217
3 N -3.770 -0.272 -1.126  C1 1.293, H5 1.010, H6 1.010
4 N -4.568 -0.445 -3.081  C1 1.254, H7 1.010, H8 1.010
5 H -2.896 -0.567 -1.537  N3 1.010
6 H -3.944 -0.292 -0.132  N3 1.010
7 H -5.338 -0.485 -3.735  N4 1.010
8 H -3.580 -0.524 -3.272  N4 1.010
9 C -0.318 -0.530 -1.352  O10 1.183, N11 1.304, N12 1.257
10 O -1.115 -1.356 -1.641  C9 1.183
11 N -0.146 0.674 -1.821  C9 1.304, H13 1.010, H14 1.010
12 N 0.547 -0.493 -0.441  C9 1.257, H15 1.010, H16 1.010
13 H -0.822 1.068 -2.461  N11 1.010
14 H 0.637 1.229 -1.508  N11 1.010
15 H 0.726 -1.276 0.172  N12 1.010
16 H 1.278 0.188 -0.295  N12 1.010
17 C 2.862 -1.663 2.449  O18 1.427, H26 1.090, H27 1.090, H28 1.090
18 O 1.660 -1.655 1.679  C17 1.427, C19 1.391
19 C 0.496 -2.132 2.271  O18 1.391, C20 1.554, H29 1.090, H30 1.090
20 C -0.137 -0.967 3.082  C19 1.554, N21 1.492, H31 1.090, H32 1.090
21 N -1.508 -1.287 3.579  C20 1.492, C22 1.464, H33 1.010
22 C -2.200 -0.056 3.965  N21 1.464, C23 1.518, H34 1.090, H35 1.090
23 C -3.708 -0.067 3.792  C22 1.518, O24 1.438, H36 1.090, H37 1.090
24 O -3.982 -0.127 2.382  C23 1.438, C25 1.395
25 C -5.336 -0.065 2.052  O24 1.395, H38 1.090, H39 1.090, H40 1.090
26 H 2.849 -1.159 3.416  C17 1.090
27 H 3.680 -1.197 1.900  C17 1.090
28 H 3.203 -2.682 2.635  C17 1.090
29 H 0.736 -2.969 2.927  C19 1.090
30 H -0.182 -2.474 1.489  C19 1.090
31 H -0.049 -0.140 2.378  C20 1.090
32 H 0.361 -0.675 4.007  C20 1.090
33 H -2.092 -1.743 2.893  N21 1.010
34 H -1.833 0.816 3.424  C22 1.090
35 H -1.947 0.341 4.948  C22 1.090
36 H -4.222 0.749 4.299  C23 1.090
37 H -4.178 -0.955 4.217  C23 1.090
38 H -5.793 0.892 2.306  C25 1.090
39 H -5.934 -0.847 2.520  C25 1.090
40 H -5.500 -0.081 0.975  C25 1.090
41 C 3.760 0.164 -4.959  O42 1.430, H50 1.090, H51 1.090, H52 1.090
42 O 4.126 -0.417 -3.705  C41 1.430, C43 1.453
43 C 3.154 -0.182 -2.651  O42 1.453, C44 1.496, H53 1.090, H54 1.090
44 C 3.387 1.171 -2.055  C43 1.496, N45 1.493, H55 1.090, H56 1.090
45 N 2.827 1.193 -0.672  C44 1.493, C46 1.503, H57 1.010
46 C 2.803 2.633 -0.241  N45 1.503, C47 1.574, H58 1.090, H59 1.090
47 C 4.252 3.217 -0.051  C46 1.574, O48 1.435, H60 1.090, H61 1.090
48 O 5.144 2.299 0.597  C47 1.435, C49 1.429
49 C 6.315 2.965 1.074  O48 1.429, H62 1.090, H63 1.090, H64 1.090
50 H 3.275 1.119 -4.756  C41 1.090
51 H 3.001 -0.398 -5.502  C41 1.090
52 H 4.606 0.355 -5.620  C41 1.090
53 H 3.074 -0.983 -1.916  C43 1.090
54 H 2.175 -0.104 -3.125  C43 1.090
55 H 2.812 1.912 -2.612  C44 1.090
56 H 4.466 1.317 -2.015  C44 1.090
57 H 3.547 0.664 -0.201  N45 1.010
58 H 2.354 2.725 0.748  C46 1.090
59 H 2.245 3.244 -0.951  C46 1.090
60 H 4.207 4.140 0.528  C47 1.090
61 H 4.784 3.346 -0.994  C47 1.090
62 H 7.063 2.263 1.442  C49 1.090
63 H 6.122 3.569 1.960  C49 1.090
64 H 6.878 3.359 0.228  C49 1.090
65 C -6.015 4.526 4.850  O66 1.402, H74 1.090, H75 1.090, H76 1.090
66 O -4.884 4.373 4.036  C65 1.402, C67 1.459
67 C -4.149 5.592 3.713  O66 1.459, C68 1.567, H77 1.090, H78 1.090
68 C -3.019 5.271 2.677  C67 1.567, N69 1.460, H79 1.090, H80 1.090
69 N -3.378 4.324 1.625  C68 1.460, C70 1.470, H81 1.010
70 C -2.341 4.080 0.611  N69 1.470, C71 1.583, H82 1.090, H83 1.090
71 C -1.191 3.095 1.074  C70 1.583, O72 1.370, H84 1.090, H85 1.090
72 O -0.455 3.709 2.053  C71 1.370, C73 1.472
73 C 0.295 4.914 1.664  O72 1.472, H86 1.090, H87 1.090, H88 1.090
74 H -6.578 3.649 5.168  C65 1.090
75 H -6.832 5.151 4.488  C65 1.090
76 H -5.708 4.967 5.799  C65 1.090
77 H -3.591 5.883 4.604  C67 1.090
78 H -4.798 6.453 3.557  C67 1.090
79 H -2.391 4.654 3.320  C68 1.090
80 H -2.517 6.163 2.301  C68 1.090
81 H -3.670 3.493 2.118  N69 1.010
82 H -2.153 5.010 0.075  C70 1.090
83 H -2.990 3.582 -0.109  C70 1.090
84 H -0.583 2.940 0.182  C71 1.090
85 H -1.653 2.167 1.412  C71 1.090
86 H -0.267 5.823 1.451  C73 1.090
87 H 0.919 4.832 0.774  C73 1.090
88 H 0.935 5.328 2.443  C73 1.090
89 C -2.330 -4.541 -0.101  O90 1.403, H98 1.090, H99 1.090, H100 1.090
90 O -1.077 -4.522 0.528  C89 1.403, C91 1.464
91 C -0.032 -5.138 -0.293  O90 1.464, C92 1.522, H101 1.090, H102 1.090
92 C 1.335 -4.602 0.108  C91 1.522, N93 1.428, H103 1.090, H104 1.090
93 N 2.423 -5.361 -0.421  C92 1.428, C94 1.520, H105 1.010
94 C 3.661 -4.840 0.291  N93 1.520, C95 1.519, H106 1.090, H107 1.090
95 C 5.004 -5.211 -0.316  C94 1.519, O96 1.459, H108 1.090, H109 1.090
96 O 5.239 -6.640 -0.147  C95 1.459, C97 1.436
97 C 6.070 -7.232 -1.158  O96 1.436, H110 1.090, H111 1.090, H112 1.090
98 H -2.677 -5.557 -0.293  C89 1.090
99 H -2.250 -3.971 -1.027  C89 1.090
100 H -3.120 -4.085 0.495  C89 1.090
101 H -0.099 -4.794 -1.325  C91 1.090
102 H -0.042 -6.225 -0.218  C91 1.090
103 H 1.296 -4.850 1.169  C92 1.090
104 H 1.472 -3.549 -0.135  C92 1.090
105 H 2.296 -6.312 -0.108  N93 1.010
106 H 3.587 -5.070 1.353  C94 1.090
107 H 3.665 -3.762 0.453  C94 1.090
108 H 5.806 -4.695 0.212  C95 1.090
109 H 5.078 -4.990 -1.381  C95 1.090
110 H 5.968 -8.309 -1.025  C97 1.090
111 H 7.116 -7.138 -0.865  C97 1.090
112 H 5.897 -6.972 -2.202  C97 1.090
113 O 0.421 -2.472 -3.798  H114 0.957, H115 0.957
114 H 1.143 -3.057 -3.567  O113 0.957
115 H 0.051 -2.205 -2.957  O113 0.957
116 O 0.503 2.459 -4.726  H117 0.957, H118 0.957
117 H 0.098 2.910 -5.468  O116 0.957
118 H 0.907 1.681 -5.110  O116 0.957
119 O -2.423 -3.133 -3.430  H120 0.957, H121 0.957
120 H -1.551 -3.527 -3.432  O119 0.957
121 H -2.318 -2.319 -2.936  O119 0.957
122 O -2.446 3.714 -3.958  H123 0.957, H124 0.957
123 H -2.554 3.208 -3.153  O122 0.957
124 H -1.718 3.291 -4.413  O122 0.957
125 O -2.380 0.681 -4.691  H126 0.957, H127 0.957
126 H -2.942 0.885 -5.438  O125 0.957
127 H -1.656 0.179 -5.065  O125 0.957

Calculated values
- ΔE to the lowest compared entry with this formula, charge and spin: 43.95 kcal per mole
- Energy: -70852.08594 eV
- SMILES string: COCCNCCOC.COCCNCCOC.COCCNCCOC.COCCNCCOC.NC(N)=O.NC(N)=O.O.O.O.O.O
- Frontier orbital gap: 0.2910 hartree
- LUMO energy: -0.02 eV
- Multiplicity: 1
- Net charge: 0